Record 1
# C4H6O2

One molecule with the formula C4H6O2 (the ωB97M-V functional and the def2-TZVPD basis, the OMol25 dataset).

Results
**ΔE to the lowest compared entry with this formula, charge and spin**: 447.85 kJ/mol
**HOMO-LUMO gap**: 10.31 eV
**SMILES**: O[C@@]12CO[C@@H]1C2

Structure (ORCA input):
```
! RIJCOSX wB97M-V def2-TZVPD def2/J DEFGRID3
* xyz 0 1
O 0.044 -1.452 -1.203
C 0.023 -0.416 -0.291
C 1.252 0.291 0.224
O 0.558 1.502 0.446
C -0.654 0.902 -0.401
C -1.257 -0.113 0.499
H 0.117 -2.275 -0.699
H 1.714 -0.047 1.147
H 1.994 0.361 -0.587
H -0.428 1.847 -0.834
H -2.075 -0.741 0.142
H -1.286 0.142 1.556
*
```


Record 2
# C4H6O2

A 2-piece molecular cluster, C4H6O2 overall (the ωB97M-V functional and the def2-TZVPD basis, the OMol25 dataset).

Results
**ΔE to the lowest compared entry with this formula, charge and spin**: 256.20 kJ/mol
**HOMO-LUMO gap (spin up / spin down)**: 6.79 / 6.80 eV

Structure (ORCA input):
```
! RIJCOSX wB97M-V def2-TZVPD def2/J DEFGRID3
* xyz 1 2
C 0.532 0.104 0.754
C -0.604 -0.065 -0.157
C -0.718 0.621 -1.438
O 0.344 0.953 -2.082
C 1.125 -1.257 1.170
O 1.325 -1.474 2.317
H 1.247 0.827 0.342
H 0.150 0.613 1.641
H -1.554 -0.430 0.247
H -1.561 1.844 -1.147
H -1.575 0.288 -2.053
H 1.289 -2.023 0.405
*
```


Record 3
# C4H6O2Pt

C4H6O2Pt as an isolated structure (the ωB97M-V functional and the def2-TZVPD basis, the OMol25 dataset).

Results
**ΔE to the lowest compared entry with this formula, charge and spin**: 74.30 kJ/mol
**HOMO-LUMO gap (spin up / spin down)**: 6.47 / 7.53 eV

Structure (ORCA input):
```
! RIJCOSX wB97M-V def2-TZVPD def2/J DEFGRID3
* xyz 0 3
C 2.607 -1.186 -1.154
O 3.747 -1.777 -1.589
H 1.826 -1.233 -1.915
H 4.495 -1.577 -1.015
C 1.752 2.197 -0.274
C 1.517 0.895 -0.040
C 2.562 -0.157 -0.119
O 2.130 -1.525 0.158
Pt 2.933 -2.561 1.625
H 2.777 2.559 -0.399
H 0.477 0.553 -0.114
H 1.244 2.604 0.679
H 3.509 0.081 0.381
*
```


Record 4
# C4H6O2Rb

C4H6O2Rb as an isolated structure (the ωB97M-V functional and the def2-TZVPD basis, the OMol25 dataset).

Results
**ΔE to the lowest compared entry with this formula, charge and spin**: 215.66 kJ/mol
**HOMO-LUMO gap (spin up / spin down)**: 5.38 / 3.00 eV

Structure (ORCA input):
```
! RIJCOSX wB97M-V def2-TZVPD def2/J DEFGRID3
* xyz -1 1
O 1.315 -1.436 -0.175
C 0.152 -1.410 -0.966
H 1.480 -0.478 0.277
H 0.320 -0.646 -1.762
C 1.375 1.413 0.553
C 0.102 1.426 0.100
C -0.935 0.446 0.586
O -1.073 -0.751 -0.174
Rb -1.880 -3.792 0.207
H -0.202 1.965 -0.819
H 2.008 2.085 -0.064
H -1.934 0.922 0.579
H -0.728 0.258 1.657
*
```


Record 5
# C4H6O2S

One molecule with the formula C4H6O2S (the ωB97M-V functional and the def2-TZVPD basis, the OMol25 dataset).

Results
**ΔE to the lowest compared entry with this formula, charge and spin**: 219.52 kJ/mol
**HOMO-LUMO gap**: 9.15 eV
**SMILES**: C=COCOC=S

Structure (ORCA input):
```
! RIJCOSX wB97M-V def2-TZVPD def2/J DEFGRID3
* xyz 0 1
C 1.615 1.826 0.321
C 0.560 1.320 0.979
O -0.358 0.409 0.522
C -0.428 -0.123 -0.729
O -1.447 -1.074 -0.734
C -1.338 -2.323 -0.235
S -2.645 -3.306 -0.016
H 2.078 2.655 0.805
H 1.827 1.629 -0.721
H 0.379 1.589 2.033
H -0.490 0.575 -1.526
H 0.575 -0.595 -0.811
H -0.329 -2.583 0.113
*
```


Record 6
# C4H6O2S2

C4H6O2S2 as an isolated structure (the ωB97M-V functional and the def2-TZVPD basis, the OMol25 dataset).

Results
**ΔE to the lowest compared entry with this formula, charge and spin**: 478.19 kJ/mol
**HOMO-LUMO gap**: 8.39 eV

Structure (ORCA input):
```
! RIJCOSX wB97M-V def2-TZVPD def2/J DEFGRID3
* xyz 0 1
C -2.104 -0.796 -0.212
C -1.509 0.312 0.678
C 0.471 0.861 -0.352
C 2.759 -0.609 0.001
H -1.066 -1.437 -0.793
H -1.949 1.292 0.192
H -1.949 0.508 1.813
H -0.077 1.854 -0.343
H 0.339 0.485 -1.483
H 1.972 -1.503 0.339
O -3.349 -1.120 -0.401
O -0.174 0.105 0.692
S 2.283 1.056 -0.220
S 4.354 -1.007 0.089
*
```


Record 7
# C4H6O2Tl

C4H6O2Tl as an isolated structure (the ωB97M-V functional and the def2-TZVPD basis, the OMol25 dataset).

Results
**ΔE to the lowest compared entry with this formula, charge and spin**: 624.86 kJ/mol
**HOMO-LUMO gap (spin up / spin down)**: 6.20 / 6.21 eV

Structure (ORCA input):
```
! RIJCOSX wB97M-V def2-TZVPD def2/J DEFGRID3
* xyz 1 1
O -2.791 0.029 -0.614
C -1.693 0.662 -0.061
H -2.701 0.000 -1.572
H -1.915 0.998 0.955
C -0.411 0.459 -0.483
C 0.727 0.345 0.411
C 1.401 -1.038 0.547
O 2.689 -1.062 -0.042
Tl 2.495 0.675 -0.762
H 0.638 0.911 1.352
H -0.664 1.137 -1.431
H 0.755 -1.807 0.077
H 1.471 -1.310 1.621
*
```


Record 8
# C4H6O3S2

One molecule with the formula C4H6O3S2 (the ωB97M-V functional and the def2-TZVPD basis, the OMol25 dataset).

Results
**ΔE to the lowest compared entry with this formula, charge and spin**: 0.00 kJ/mol
**HOMO-LUMO gap**: 9.35 eV

Structure (ORCA input):
```
! RIJCOSX wB97M-V def2-TZVPD def2/J DEFGRID3
* xyz 0 1
C 0.658 1.855 0.142
C -0.385 -0.217 -0.920
C -0.380 -1.687 -0.688
C 0.342 0.344 0.374
O -1.268 -4.054 -1.147
O 0.684 2.390 -0.911
O -0.294 -0.033 1.597
S 0.744 2.861 1.683
S -1.371 -2.655 -1.520
H 0.216 0.169 -1.770
H -1.346 0.276 -0.934
H 0.223 -2.145 0.020
H 0.327 1.970 2.625
H 1.289 -0.267 0.520
H -0.826 -0.766 1.365
*
```


Record 9
# C4H6O4

One molecule with the formula C4H6O4 (the ωB97M-V functional and the def2-TZVPD basis, the OMol25 dataset).

Results
**ΔE to the lowest compared entry with this formula, charge and spin**: 503.18 kJ/mol
**HOMO-LUMO gap**: 10.91 eV
**SMILES**: O=C(O)[C@@H]1COCO1

Structure (ORCA input):
```
! RIJCOSX wB97M-V def2-TZVPD def2/J DEFGRID3
* xyz 0 1
O 2.245 -0.962 -1.339
C 1.416 -0.133 -1.199
O 1.277 0.946 -2.400
C 0.703 0.296 0.097
C 0.245 -0.817 1.084
O -1.076 -0.497 1.685
C -1.712 0.084 0.512
O -0.526 0.765 -0.388
H 0.314 1.240 -1.992
H 1.148 1.204 0.591
H 0.961 -0.868 1.783
H -0.260 -1.683 0.533
H -2.226 1.019 1.082
H -2.509 -0.595 -0.050
*
```


Record 10
# C4H6OS

One molecule with the formula C4H6OS (the ωB97M-V functional and the def2-TZVPD basis, the OMol25 dataset).

Results
**ΔE to the lowest compared entry with this formula, charge and spin**: 219.59 kJ/mol
**HOMO-LUMO gap**: 10.06 eV
**SMILES**: C=CSC(C)=O

Structure (ORCA input):
```
! RIJCOSX wB97M-V def2-TZVPD def2/J DEFGRID3
* xyz 0 1
C -3.027 0.119 -0.099
C -1.852 -0.419 -0.031
S -0.260 0.891 -0.318
C 1.176 -0.221 -0.163
C 2.494 0.391 0.041
O 1.010 -1.408 -0.123
H -3.928 -0.584 0.134
H -2.992 1.252 0.012
H -1.300 -1.390 0.103
H 3.215 0.565 -0.788
H 2.510 1.261 0.657
H 2.954 -0.458 0.574
*
```


Record 11
# C4H6OS2

One molecule with the formula C4H6OS2 (the ωB97M-V functional and the def2-TZVPD basis, the OMol25 dataset).

Results
**ΔE to the lowest compared entry with this formula, charge and spin**: 82.23 kJ/mol
**HOMO-LUMO gap**: 8.89 eV
**SMILES**: OCC1SC=CS1

Structure (ORCA input):
```
! RIJCOSX wB97M-V def2-TZVPD def2/J DEFGRID3
* xyz 0 1
O -2.703 -0.102 0.321
C -1.493 -0.788 0.495
C -0.464 -0.409 -0.538
S 1.094 -1.307 -0.304
C 1.847 -0.019 0.638
C 1.328 1.196 0.554
S -0.095 1.387 -0.486
H -2.514 0.850 0.530
H -1.015 -0.637 1.505
H -1.758 -1.834 0.415
H -0.795 -0.642 -1.622
H 2.745 -0.180 1.258
H 1.678 2.097 1.079
*
```


Record 12
# C4H6OS2

C4H6OS2 as an isolated structure (the ωB97M-V functional and the def2-TZVPD basis, the OMol25 dataset).

Results
**ΔE to the lowest compared entry with this formula, charge and spin**: 78.10 kJ/mol
**HOMO-LUMO gap**: 9.41 eV

Structure (ORCA input):
```
! RIJCOSX wB97M-V def2-TZVPD def2/J DEFGRID3
* xyz 0 1
C 0.086 -2.002 0.925
C 0.488 0.260 -0.671
C -1.005 0.522 -0.952
C 0.611 1.259 0.496
H 0.334 -3.045 1.176
H 1.061 0.590 -1.516
H -1.306 0.549 -2.006
H -1.662 -0.162 -0.404
H 0.416 0.832 1.481
H 1.531 1.847 0.521
O -0.740 -1.359 1.514
S 1.059 -1.441 -0.444
S -0.873 2.149 -0.119
*
```


What is the formula in the twelfth record?
C4H6OS2


Copy entry 10 word for word.
# C4H6OS

One molecule with the formula C4H6OS (the ωB97M-V functional and the def2-TZVPD basis, the OMol25 dataset).

Results
**ΔE to the lowest compared entry with this formula, charge and spin**: 219.59 kJ/mol
**HOMO-LUMO gap**: 10.06 eV
**SMILES**: C=CSC(C)=O

Structure (ORCA input):
```
! RIJCOSX wB97M-V def2-TZVPD def2/J DEFGRID3
* xyz 0 1
C -3.027 0.119 -0.099
C -1.852 -0.419 -0.031
S -0.260 0.891 -0.318
C 1.176 -0.221 -0.163
C 2.494 0.391 0.041
O 1.010 -1.408 -0.123
H -3.928 -0.584 0.134
H -2.992 1.252 0.012
H -1.300 -1.390 0.103
H 3.215 0.565 -0.788
H 2.510 1.261 0.657
H 2.954 -0.458 0.574
*
```


Which formula does entry 11 have?
C4H6OS2